The following is a DFT calculation (ωB97M-V/def2-TZVPD) of C39H57N3O2PS3Ti as an isolated structure at a distorted geometry.

* relative energy (zero: lowest compared OMol25 entry of this formula, charge and spin): 55.0 kcal/mol
* net charge: -2
* HOMO-LUMO gap (alpha / beta): 4.8 / 4.8 eV
* multiplicity: 2
* E_HOMO (alpha / beta): -0.356 / -0.357 eV
* LUMO (alpha / beta): 0.16339 / 0.16260 Eh

XYZ file:
```
106
C39H57N3O2PS3Ti (ωB97M-V/def2-TZVPD)
Ti -0.31 -1.23 -0.16
C 1.05 0.70 1.12
C 0.95 1.83 0.29
C 1.66 1.51 -0.94
C 2.14 0.21 -0.79
C 1.81 -0.33 0.49
C 2.87 -1.11 1.30
C 3.58 -2.18 0.46
C 2.31 -1.75 2.56
C 3.94 -0.08 1.74
C 1.94 2.31 -2.22
C 2.66 3.63 -1.90
C 2.90 1.53 -3.12
C 0.70 2.58 -3.09
C 0.28 3.11 0.81
C -0.42 3.99 -0.23
C 1.34 3.96 1.54
C -0.79 2.74 1.84
H 0.74 0.65 2.15
H 2.75 -0.30 -1.51
H 2.98 -3.09 0.38
H 4.53 -2.45 0.94
H 3.80 -1.83 -0.55
H 1.48 -2.43 2.35
H 1.94 -1.02 3.27
H 3.11 -2.34 3.05
H 4.43 0.36 0.86
H 4.70 -0.56 2.36
H 3.48 0.73 2.31
H 3.62 3.43 -1.41
H 2.09 4.27 -1.23
H 2.85 4.19 -2.82
H 3.84 1.30 -2.61
H 3.13 2.13 -4.01
H 2.46 0.58 -3.46
H -0.04 3.22 -2.60
H 0.19 1.64 -3.33
H 1.00 3.06 -4.03
H 0.26 4.44 -0.95
H -0.94 4.80 0.28
H -1.17 3.41 -0.79
H 2.15 4.27 0.87
H 1.78 3.38 2.36
H 0.88 4.87 1.96
H -1.48 1.99 1.44
H -1.35 3.64 2.12
H -0.34 2.34 2.75
C -3.69 1.96 -4.97
C -3.83 1.44 -3.55
O -3.33 0.12 -3.52
P -2.94 -0.67 -2.07
S -2.40 -2.46 -0.75
S -1.55 0.60 -1.15
O -4.42 -0.26 -1.42
C -4.63 -0.27 -0.01
C -5.61 -1.36 0.35
H -4.08 2.98 -5.05
H -4.23 1.33 -5.67
H -2.64 1.97 -5.26
H -4.88 1.46 -3.24
H -3.27 2.08 -2.86
H -5.05 0.71 0.25
H -3.69 -0.39 0.52
H -6.58 -1.20 -0.12
H -5.75 -1.40 1.44
H -5.21 -2.33 0.02
C -3.44 2.47 4.82
C -2.24 1.61 4.73
C -1.04 1.78 5.38
C 0.02 0.93 5.09
N -0.07 -0.01 4.05
C -1.20 -0.17 3.43
S -1.57 -1.29 2.12
N -2.33 0.51 3.88
C 1.36 1.02 5.74
H -3.26 3.30 5.50
H -4.32 1.91 5.18
H -3.71 2.88 3.84
H -0.93 2.60 6.08
H -3.11 0.44 3.24
H 1.35 1.70 6.60
H 2.13 1.36 5.04
H 1.68 0.03 6.09
C -0.08 -2.74 -5.37
C -0.07 -3.94 -4.67
C 0.14 -3.98 -3.29
C 0.38 -2.81 -2.57
C 0.37 -1.60 -3.28
C 0.13 -1.57 -4.65
N 0.55 -2.78 -1.17
C 0.90 -3.97 -0.51
C 1.89 -4.84 -1.01
C 2.30 -5.95 -0.30
C 1.76 -6.25 0.95
C 0.78 -5.40 1.45
C 0.34 -4.30 0.73
H -0.26 -2.71 -6.44
H -0.27 -4.87 -5.19
H 0.08 -4.93 -2.77
H 0.54 -0.67 -2.76
H 0.11 -0.61 -5.15
H 2.35 -4.59 -1.96
H 3.08 -6.58 -0.72
H 2.10 -7.11 1.51
H 0.33 -5.60 2.42
H -0.45 -3.69 1.14
```


The following is a DFT calculation (ωB97M-V/def2-TZVPD) of C39H58O30 as an isolated structure at a distorted geometry.

* relative energy (zero: lowest compared OMol25 entry of this formula, charge and spin): 876.9 kcal/mol
* HOMO-LUMO gap: 7.1 eV
* E_HOMO: -7.782 eV
* LUMO: -0.02335 Eh

XYZ file:
```
127
C39H58O30 (ωB97M-V/def2-TZVPD)
C 3.10 1.52 2.09
C 3.73 2.88 1.77
O 4.70 3.05 2.81
C 4.61 2.09 3.65
O 5.27 2.00 4.60
O 3.61 1.28 3.38
H 3.28 0.74 1.36
H 2.02 1.66 2.13
H 3.02 3.69 1.93
H 4.16 3.02 0.78
C 1.54 0.32 0.99
C 0.81 -0.57 -0.05
C -0.07 -1.70 0.55
O -1.40 -1.24 0.32
C -1.41 -0.03 -0.29
O -2.37 0.58 -0.60
O -0.14 0.40 -0.38
H 0.82 0.57 1.77
H 1.82 1.31 0.62
H 2.42 -0.24 1.32
H 1.36 -0.94 -0.91
H 0.11 -1.81 1.62
H 0.06 -2.64 0.01
C -1.99 2.26 1.17
C -2.50 3.15 0.07
C -3.71 3.97 0.41
O -3.26 5.31 0.45
C -1.92 5.40 0.15
O -1.27 6.41 0.16
O -1.48 4.14 0.07
H -2.07 2.73 2.15
H -0.97 1.89 1.08
H -2.43 1.26 1.14
H -2.54 2.50 -0.80
H -4.29 3.61 1.27
H -4.46 3.88 -0.37
C -3.92 0.55 -1.29
C -5.04 1.39 -0.75
C -6.28 0.66 -0.45
O -6.77 1.36 0.68
C -5.82 2.12 1.20
O -5.78 2.61 2.28
O -4.66 1.92 0.49
H -2.97 1.09 -1.27
H -4.19 0.19 -2.28
H -3.74 -0.42 -0.84
H -5.26 2.24 -1.40
H -5.99 -0.35 -0.15
H -6.96 0.82 -1.28
C 3.25 -2.96 -0.34
C 2.12 -3.93 -0.08
C 2.42 -5.13 0.81
O 1.69 -4.83 2.05
C 0.78 -3.83 1.81
O -0.23 -3.56 2.46
O 1.13 -3.23 0.64
H 2.89 -2.17 -0.99
H 3.99 -3.36 -1.04
H 3.81 -2.43 0.43
H 1.78 -4.25 -1.06
H 3.49 -5.28 0.89
H 1.99 -6.06 0.42
C -2.09 -0.68 -3.28
C -1.86 -1.77 -2.24
C -1.94 -3.18 -2.80
O -0.75 -3.83 -2.43
C 0.04 -2.92 -1.84
O 1.13 -3.23 -1.27
O -0.55 -1.73 -1.77
H -1.23 -0.82 -3.93
H -2.17 0.33 -2.87
H -3.11 -0.84 -3.62
H -2.58 -1.70 -1.42
H -1.97 -3.10 -3.89
H -2.90 -3.65 -2.61
C 0.77 4.88 4.36
C 1.02 3.39 3.91
C -0.19 2.52 3.98
O -0.32 2.11 2.66
C 0.56 2.71 1.81
O 0.56 2.61 0.64
O 1.31 3.48 2.49
H 0.03 5.38 3.74
H 1.65 5.52 4.50
H 0.31 4.77 5.35
H 1.77 2.86 4.49
H -1.08 3.07 4.30
H 0.00 1.71 4.69
C -2.11 -4.21 0.16
C -1.83 -5.62 0.41
C -0.36 -6.05 0.25
O -0.06 -6.65 1.53
C -1.14 -6.54 2.36
O -1.19 -6.92 3.47
O -2.17 -5.91 1.73
H -2.25 -4.09 -0.91
H -1.26 -3.56 0.38
H -3.00 -3.86 0.69
H -2.40 -6.23 -0.30
H 0.31 -5.22 0.04
H -0.25 -6.78 -0.56
C 5.60 -0.44 -2.47
C 4.15 0.01 -2.59
C 3.17 -0.92 -1.91
O 2.76 -0.20 -0.76
C 3.09 1.12 -0.95
O 2.58 2.05 -0.25
O 3.89 1.26 -1.98
H 6.01 0.23 -3.22
H 5.78 -1.50 -2.66
H 5.89 -0.22 -1.44
H 4.00 0.10 -3.67
H 3.66 -1.80 -1.49
H 2.43 -1.31 -2.60
C 0.80 0.69 -2.70
C 0.62 2.04 -2.02
C 1.55 3.09 -2.57
O 0.66 4.14 -2.95
C -0.66 3.80 -2.79
O -1.59 4.48 -3.09
O -0.70 2.53 -2.40
H 1.75 0.18 -2.55
H 0.90 0.71 -3.78
H -0.01 0.00 -2.46
H 0.76 1.82 -0.96
H 2.10 2.75 -3.45
H 2.20 3.52 -1.81
```


The following is a DFT calculation (ωB97M-V/def2-TZVPD) of C39H59CuN4P2Si as an isolated structure at a distorted geometry.

* relative energy (zero: lowest compared OMol25 entry of this formula, charge and spin): 52.0 kcal/mol
* HOMO-LUMO gap: 5.8 eV
* E_HOMO: -5.604 eV
* LUMO: 0.00773 Eh

XYZ file:
```
106
C39H59CuN4P2Si (ωB97M-V/def2-TZVPD)
Cu -0.03 0.85 1.03
C -3.28 -0.77 2.77
Si -1.73 -0.44 1.66
C -2.38 -0.54 -0.17
C -2.85 -1.73 -0.72
C -3.18 -1.84 -2.06
C -3.04 -0.75 -2.90
C -2.58 0.45 -2.37
C -2.25 0.56 -1.03
P -1.76 2.17 -0.34
C -3.35 3.18 -0.39
C -4.07 3.02 0.95
C -4.98 1.80 0.98
C -6.03 1.87 -0.12
C -5.31 1.89 -1.47
C -4.35 3.07 -1.55
C -0.62 3.16 -1.48
C -0.96 3.67 -2.89
C -0.63 2.75 -4.07
C 0.45 1.73 -3.70
C 1.45 2.37 -2.75
C 0.79 2.53 -1.39
C -0.73 -2.09 1.83
C -1.39 -3.27 2.11
C -0.73 -4.46 2.38
C 0.65 -4.47 2.40
C 1.34 -3.30 2.12
C 0.68 -2.12 1.82
P 1.67 -0.62 1.45
C 1.99 0.07 3.18
C 2.18 1.58 3.05
C 2.08 2.29 4.41
C 2.16 1.30 5.57
C 3.29 0.31 5.35
C 3.13 -0.48 4.03
C 3.39 -1.11 0.79
C 4.39 -2.08 1.45
C 4.61 -3.36 0.64
C 5.20 -3.04 -0.73
C 4.50 -1.83 -1.38
C 3.19 -1.49 -0.68
H -4.03 -1.40 2.30
H -3.76 0.17 3.02
H -2.98 -1.23 3.70
H -2.95 -2.59 -0.08
H -3.56 -2.78 -2.44
H -3.31 -0.82 -3.94
H -2.50 1.31 -3.01
H -2.94 4.21 -0.42
H -4.67 3.91 1.15
H -3.33 2.93 1.74
H -5.46 1.72 1.95
H -4.38 0.90 0.82
H -6.63 2.78 -0.01
H -6.70 1.01 -0.07
H -6.03 1.96 -2.29
H -4.77 0.95 -1.58
H -4.95 3.99 -1.54
H -3.83 3.04 -2.51
H -0.60 4.08 -0.87
H -0.39 4.60 -3.02
H -2.02 3.96 -2.92
H -0.27 3.36 -4.89
H -1.52 2.22 -4.43
H 0.93 1.36 -4.61
H -0.01 0.89 -3.19
H 1.77 3.35 -3.13
H 2.35 1.75 -2.65
H 1.43 3.12 -0.73
H 0.70 1.53 -0.94
H -2.47 -3.27 2.12
H -1.29 -5.36 2.60
H 1.19 -5.37 2.64
H 2.41 -3.32 2.16
H 1.03 -0.13 3.68
H 1.42 1.98 2.37
H 3.16 1.77 2.60
H 1.15 2.85 4.48
H 2.90 3.01 4.51
H 1.21 0.77 5.67
H 2.32 1.85 6.51
H 3.35 -0.38 6.19
H 4.23 0.87 5.33
H 2.95 -1.54 4.26
H 4.06 -0.41 3.47
H 3.85 -0.10 0.81
H 4.08 -2.35 2.46
H 5.36 -1.58 1.54
H 3.66 -3.89 0.51
H 5.29 -4.02 1.18
H 5.12 -3.92 -1.37
H 6.27 -2.82 -0.62
H 4.31 -2.04 -2.44
H 5.16 -0.95 -1.34
H 2.50 -2.34 -0.75
H 2.71 -0.65 -1.19
N 0.28 -2.97 -5.28
C 0.65 -2.17 -4.25
N 1.73 -1.37 -4.44
N -0.05 -2.20 -3.17
C 0.18 -1.52 -2.09
N 0.31 -0.94 -1.10
H 0.62 -2.77 -6.21
H -0.62 -3.42 -5.20
H 2.37 -1.52 -5.20
H 2.10 -0.90 -3.62
```


The following is a DFT calculation (ωB97M-V/def2-TZVPD) of a 4-piece molecular cluster, C39H59FN5O2Si overall at a distorted geometry.

* net charge: +1
* HOMO-LUMO gap: 7.5 eV
* E_HOMO: -10.839 eV
* LUMO: -0.12212 Eh

XYZ file:
```
107
C39H59FN5O2Si (ωB97M-V/def2-TZVPD)
C -5.34 -3.00 2.95
C -4.62 -1.66 2.79
C -4.31 -1.28 1.39
N -4.94 -1.82 0.42
C -4.49 -1.41 -0.93
C -3.08 -0.88 -0.58
C -2.68 0.06 -1.74
C -1.19 0.48 -1.74
C -0.42 0.22 -3.05
C 0.65 -0.88 -2.92
C 2.08 -0.34 -2.89
C 2.38 0.25 -1.50
C 3.84 0.61 -1.31
C 4.80 -0.58 -1.30
Si 4.27 -2.10 -0.31
C 3.09 -3.25 -1.25
C 5.83 -3.13 0.02
C 3.50 -1.72 1.37
C 3.03 -2.81 2.12
C 2.46 -2.65 3.39
C 2.33 -1.38 3.94
C 2.80 -0.28 3.22
C 3.39 -0.45 1.96
C -2.23 -2.16 -0.65
C -1.87 -2.91 0.46
C -1.11 -4.07 0.35
C -0.74 -4.45 -0.93
C -1.17 -3.67 -1.99
N -1.89 -2.55 -1.88
C -3.28 -0.27 0.84
C -4.14 1.04 0.73
C -4.54 1.70 2.06
O -3.74 2.87 2.29
C -3.33 3.02 3.56
O -2.35 3.61 3.83
C -2.01 -0.06 1.68
F -2.36 -0.14 3.04
C -1.26 1.25 1.46
C 0.27 1.02 1.42
H -5.06 -3.68 2.14
H -5.04 -3.48 3.86
H -6.42 -2.90 2.89
H -3.67 -1.73 3.31
H -5.18 -0.86 3.28
H -5.69 -2.49 0.47
H -4.49 -2.26 -1.59
H -5.13 -0.61 -1.29
H -2.93 -0.42 -2.68
H -3.28 0.96 -1.70
H -0.66 0.02 -0.91
H -1.17 1.55 -1.55
H 0.07 1.15 -3.33
H -1.13 -0.05 -3.83
H 0.54 -1.60 -3.73
H 0.47 -1.40 -1.98
H 2.17 0.48 -3.60
H 2.81 -1.10 -3.15
H 1.81 1.18 -1.47
H 1.98 -0.38 -0.70
H 4.11 1.27 -2.14
H 3.95 1.24 -0.43
H 4.96 -0.92 -2.33
H 5.78 -0.27 -0.93
H 2.63 -3.97 -0.58
H 3.71 -3.83 -1.93
H 2.32 -2.73 -1.82
H 6.70 -2.68 -0.46
H 5.70 -4.14 -0.36
H 6.02 -3.21 1.08
H 3.12 -3.81 1.72
H 2.14 -3.54 3.92
H 1.90 -1.25 4.92
H 2.71 0.72 3.63
H 3.76 0.42 1.45
H -2.16 -2.58 1.45
H -0.82 -4.64 1.21
H -0.13 -5.32 -1.10
H -0.91 -3.97 -3.00
H -5.07 0.81 0.22
H -3.63 1.78 0.14
H -5.58 2.02 1.98
H -4.48 1.03 2.91
H -3.98 2.64 4.35
H -1.29 -0.85 1.51
H -1.44 1.91 2.30
H -1.53 1.72 0.52
H 0.73 1.77 0.78
H 0.54 0.06 1.00
H 0.71 1.10 2.41
C -7.19 2.71 -1.97
C -6.29 1.87 -2.75
N -5.58 1.21 -3.36
H -7.83 2.09 -1.34
H -6.62 3.39 -1.35
H -7.82 3.29 -2.64
C 4.51 4.52 -0.41
C 4.04 4.05 -1.70
N 3.67 3.68 -2.72
H 4.44 3.72 0.33
H 5.55 4.84 -0.49
H 3.90 5.36 -0.08
C 7.82 7.02 -1.76
C 7.91 5.90 -0.84
N 7.99 5.02 -0.11
H 8.09 7.94 -1.25
H 8.50 6.86 -2.60
H 6.80 7.11 -2.15
```